Entry 1:
# C34H36FN5O7ReSe

A molecular structure, C34H36FN5O7ReSe in a non-equilibrium geometry (ωB97M-V/def2-TZVPD, OMol25).

ORCA input file:
```
! wB97M-V def2-TZVPD RIJCOSX def2/J DEFGRID3
* xyz 0 4
H 17.030 18.240 11.457
C 17.592 17.296 11.441
H 10.644 7.769 7.819
C 13.040 16.381 7.715
C 17.479 14.832 7.403
C 11.626 12.393 13.859
H 19.812 11.844 10.714
H 8.527 11.897 7.713
C 11.461 12.975 8.960
H 7.461 13.340 5.350
H 18.241 12.543 10.303
N 13.430 15.357 12.678
C 10.933 15.134 7.384
H 10.619 15.989 6.822
C 13.134 14.113 12.886
H 12.630 11.870 10.422
H 7.610 8.659 10.163
N 14.616 15.384 11.951
H 9.191 6.815 10.968
H 9.421 7.141 6.719
C 8.814 8.912 7.784
C 11.782 11.882 9.776
H 8.502 12.742 15.149
O 12.456 17.330 7.136
H 8.258 15.593 4.936
C 9.788 10.758 9.029
H 20.619 15.851 11.060
N 9.121 6.806 8.898
C 11.848 13.754 13.540
C 15.510 16.282 12.183
H 10.133 11.000 14.651
H 9.578 5.876 8.864
H 17.415 13.237 8.812
C 19.320 12.792 10.453
H 11.118 15.770 13.669
Se 15.242 11.287 10.152
O 15.812 14.531 9.052
C 10.905 14.717 13.836
O 14.249 16.305 8.021
C 9.499 7.508 10.146
O 13.390 14.059 9.669
H 16.803 15.363 6.733
C 12.396 14.090 8.903
C 18.841 14.844 11.435
H 12.431 11.684 13.631
C 17.466 14.863 11.611
C 10.384 12.012 14.384
O 13.882 13.086 12.468
C 8.476 13.478 5.527
O 19.505 13.660 11.559
H 9.128 12.685 5.211
C 8.699 8.819 10.157
H 19.781 13.131 9.540
C 9.573 7.589 7.718
H 9.064 9.513 6.934
H 8.877 9.366 11.101
C 18.932 17.251 11.200
H 18.241 14.341 6.823
C 8.973 14.870 5.298
C 19.574 16.006 11.196
H 19.530 18.168 11.095
F 11.286 9.753 10.566
H 10.560 7.732 10.119
H 8.115 6.644 8.881
H 15.281 17.084 12.908
C 10.951 10.816 9.830
C 9.428 11.880 8.279
C 9.723 14.347 14.463
N 10.041 14.090 7.376
H 8.992 15.071 14.788
C 10.292 12.963 8.215
O 16.831 13.711 11.719
C 12.145 15.172 8.032
Re 15.027 13.614 10.807
H 16.158 13.183 7.501
H 17.924 15.587 8.071
H 8.036 14.719 7.391
H 15.179 15.188 8.582
N 8.954 9.612 9.010
H 9.993 14.977 4.932
C 16.697 13.819 8.202
H 7.747 8.648 7.641
C 9.448 12.992 14.713
C 8.834 14.342 6.696
C 16.857 16.146 11.660
*
```

Output
energy above the lowest of the compared OMol25 structures with the same formula, charge and spin = 29.1 kJ/mol
⟨S²⟩ = 3.775
LUMO level (alpha / beta) = -1.7 / -1.7 eV

Entry 2:
# C5H14N2O

2 unconnected molecules or ions with the total composition C5H14N2O (ωB97M-V/def2-TZVPD, OMol25).

ORCA input file:
```
! wB97M-V def2-TZVPD RIJCOSX def2/J DEFGRID3
* xyz 0 1
C 1.725 1.484 -0.624
O -0.163 -0.700 -2.196
N -0.071 -2.047 -0.293
N 0.686 0.641 1.361
H -1.216 -0.314 -0.438
C -0.815 -2.593 0.823
H 2.350 0.599 -0.699
H 0.849 -0.291 0.994
H -0.219 -3.361 1.321
H 0.225 -2.799 -0.906
H -0.974 -1.863 1.622
H -0.213 0.650 1.801
H 1.918 2.259 -1.350
C -0.886 -1.137 -1.079
H 0.255 0.160 -1.972
C 0.004 2.856 0.508
H -1.046 2.630 0.289
H -1.794 -3.013 0.554
H -1.813 -1.612 -1.430
C 0.824 1.605 0.354
H 0.051 3.215 1.537
H 0.322 3.632 -0.181
*
```

Output
energy above the lowest of the compared OMol25 structures with the same formula, charge and spin = 193.4 kJ/mol
SMILES = C=C(C)N.CNCO
LUMO level = 0.9 eV

Entry 3:
# C20H27Cl2NS2Tc

A molecular structure, C20H27Cl2NS2Tc (ωB97M-V/def2-TZVPD, OMol25).

ORCA input file:
```
! wB97M-V def2-TZVPD RIJCOSX def2/J DEFGRID3
* xyz 2 2
H 3.972 0.175 0.467
H 2.258 2.175 -2.222
Cl -0.847 -0.009 2.367
H -0.085 -0.110 -2.487
C -1.599 1.520 2.845
H -0.453 -2.953 -4.558
C 3.738 0.886 -0.323
H 2.259 1.223 1.993
C 0.231 -2.243 -2.656
C -1.825 2.430 1.831
Tc -0.483 0.154 0.005
C 1.118 -3.242 -2.308
N 1.285 0.439 -0.419
H -4.562 -1.033 -1.362
H -1.639 -3.089 -3.267
C -2.413 3.643 2.188
C -0.848 -2.457 -3.672
H 3.967 -4.120 -1.705
C -3.775 -0.351 -1.045
H -2.777 3.144 5.516
H 4.459 1.699 -0.248
H 1.033 -4.211 -2.784
H -3.457 0.255 -1.890
H 1.207 2.523 1.383
H 3.424 -4.146 -0.030
H -3.438 -1.339 1.657
H -4.115 0.283 -0.230
H -1.292 -1.513 -3.987
C 2.105 2.564 -1.216
H 2.810 3.380 -1.057
H 3.872 0.417 -1.296
H -2.254 -2.667 1.474
H 2.944 2.755 1.455
H 2.616 -5.149 -1.243
C 2.165 2.020 1.255
H -3.209 4.835 3.771
H 1.100 2.980 -1.144
C 2.348 1.485 -0.161
S -1.376 2.079 0.162
H -3.840 -2.788 0.698
C 2.152 -3.056 -1.372
C -2.509 2.939 4.490
C 3.086 -4.184 -1.064
C -1.920 1.721 4.169
C -2.753 3.890 3.515
Cl -2.712 4.833 0.985
H 3.042 -1.693 0.023
C 2.293 -1.831 -0.742
C -3.047 -2.103 0.992
C 0.411 -0.984 -2.057
H -1.720 0.978 4.927
C 1.431 -0.783 -1.100
S -2.375 -1.367 -0.521
*
```

Output
energy above the lowest of the compared OMol25 structures with the same formula, charge and spin = 6.7 kJ/mol
⟨S²⟩ = 0.778
LUMO level (alpha / beta) = -8.5 / -8.1 eV

Entry 4:
# C10H12Br2EuN3O5

A molecular structure, C10H12Br2EuN3O5 in a non-equilibrium geometry (ωB97M-V/def2-TZVPD, OMol25).

ORCA input file:
```
! wB97M-V def2-TZVPD RIJCOSX def2/J DEFGRID3
* xyz 2 7
O 0.791 4.561 -1.384
N -0.123 -3.644 0.870
C -3.304 -3.729 -0.827
H -3.132 -3.931 -1.909
O -0.437 2.683 -1.029
Br -2.981 0.560 -1.735
H -4.338 2.173 -0.329
O 3.373 -1.267 1.853
C -1.112 -3.130 0.112
H 5.167 3.289 0.242
H -4.101 -4.434 -0.539
C 2.839 0.847 0.851
Eu -0.410 0.271 0.364
N 1.742 1.582 0.449
H 3.204 4.204 -1.022
C 4.162 2.761 0.288
O 1.405 -1.045 0.813
C 3.108 3.320 -0.425
H 4.951 1.100 1.549
H -3.554 -2.719 -0.608
Br -2.973 1.499 1.651
H -4.711 0.503 0.100
C -3.947 1.207 -0.145
C 1.827 2.727 -0.243
H 0.741 -3.005 0.960
C 4.089 1.528 0.942
H -0.001 4.845 -1.890
C 2.577 -0.596 1.240
N -2.114 -3.992 -0.082
H -2.118 -4.943 0.281
H 0.016 -4.646 0.821
C 0.625 3.307 -0.945
O -1.260 -1.885 -0.273
*
```

Output
⟨S²⟩ = 12.019
LUMO level (alpha / beta) = -9.8 / -7.2 eV

Table of E_tot (eV), in record order: -127815.4992; -10439.0235; -71566.9308; -184673.8222